1.
Here is a 2-piece molecular cluster, C8H15NO2S2 overall in a non-equilibrium geometry from OMol25. Energies are from ωB97M-V with the def2-TZVPD basis set.

```
28
C8H15NO2S2 | OMol25 | ωB97M-V with the def2-TZVPD basis set
C 1.41 -2.90 0.45
H -2.26 -1.56 -0.35
C 0.19 -1.09 -0.32
C -1.54 2.36 0.38
H 1.35 0.87 1.61
C 0.52 -1.77 0.80
H 2.22 2.74 -0.65
H -3.13 -0.23 -0.55
H 1.85 -3.63 1.05
H -0.25 0.87 1.54
H -2.37 2.25 -0.23
N 2.38 1.08 1.49
H -0.52 0.64 -1.28
H 2.17 -3.59 -1.50
C -1.16 0.87 0.78
H 0.07 -1.57 1.81
C -2.16 -0.65 -0.86
H -1.84 2.92 1.29
H -2.34 -0.94 -1.93
H 2.92 1.27 2.33
S 0.94 -1.59 -1.73
H -2.04 0.44 1.32
C -0.92 0.03 -0.51
O 4.43 0.69 0.13
O 2.19 1.85 -0.94
S 3.04 0.58 -0.05
H -0.81 2.93 -0.25
C 1.70 -2.91 -0.90
```

Values from the calculation:
- Total charge: 0
- HOMO-LUMO gap: 9.614 eV

***

2.
Here is C8H15NO3S2 in the gas phase in a non-equilibrium geometry from OMol25. Energies are from ωB97M-V with the def2-TZVPD basis set.

```
29
C8H15NO3S2 | OMol25 | ωB97M-V with the def2-TZVPD basis set
C -0.83 -1.74 -0.23
H -0.59 1.27 1.74
H -2.81 -1.88 0.87
H -0.95 -2.10 -2.30
O -0.22 3.03 0.05
H -1.07 -3.53 1.14
C 0.38 2.75 -1.09
H -2.82 -2.02 -1.01
C -0.37 -1.47 -1.64
H 0.53 -2.89 0.77
C 0.48 3.02 1.27
H 0.70 1.59 3.00
C 0.42 1.61 1.86
S 2.11 2.92 -1.13
H -0.57 -0.46 -2.00
H -2.44 -0.52 -0.27
H 2.80 -0.55 0.28
S -0.57 2.49 -2.40
O 2.04 -1.09 0.21
C -2.36 -1.57 -0.09
O -0.27 -0.69 0.54
C -0.42 -3.11 0.34
H -0.24 -3.65 -0.57
C 1.01 -0.31 0.63
H 2.52 2.94 -2.39
H 0.61 -1.91 -1.84
H 0.11 3.79 1.91
N 1.30 0.78 1.16
H 1.54 3.30 1.16
```

Values from the calculation:
- Total charge: 0
- HOMO-LUMO gap: 8.905 eV
- SMILES: CC(C)(C)O/C(O)=N\CCOC(=S)S

***

3.
Here is an isolated ion of composition C8H15NO4P and charge -1 in a non-equilibrium geometry from OMol25. Energies are from ωB97M-V with the def2-TZVPD basis set.

```
29
C8H15NO4P | OMol25 | ωB97M-V with the def2-TZVPD basis set
C -0.78 -1.64 2.48
C -0.85 -1.32 0.97
O 0.42 1.19 1.36
H -0.92 -0.72 3.11
H -0.71 -2.21 0.38
C -0.09 1.70 -1.89
H -1.34 1.79 -0.07
H 0.26 -2.14 2.64
H -2.27 0.40 0.92
H -0.29 1.59 -3.03
N 0.90 2.72 -1.65
H 1.94 -1.43 -0.95
H 2.41 -2.57 0.45
H 2.75 2.84 -0.86
H -1.52 -2.44 2.78
H -2.94 -1.34 1.38
C 2.49 -1.55 0.01
C -1.45 1.94 -1.18
H -2.18 1.25 -1.40
H -1.86 2.90 -1.27
C -2.24 -0.72 0.75
O 0.51 -0.72 -2.17
C 1.94 2.18 -1.17
P 0.48 0.00 0.51
O 1.83 -0.70 0.90
H 3.50 -1.28 -0.17
O 2.02 0.89 -1.06
H -2.57 -0.96 -0.28
C 0.57 0.33 -1.48
```

Values from the calculation:
- Total charge: -1
- HOMO-LUMO gap: 7.412 eV
- SMILES: CO[P@](=O)(C(C)C)[C@]1([O-])OC=N[C@@H]1C

***

Calculated energy above the lowest of the compared OMol25 structures with the same formula, charge and spin (eV), listed in the same order as above: 1.216, 0.000, 2.205
Calculated E (eV), listed in the same order as above: -35792.454, -37840.418, -27509.171